The following is a DFT calculation (ωB97M-V/def2-TZVPD) of a single C4H3FO molecule.

Results
frontier orbital gap: 9.508 eV
HOMO: -9.462 eV
lowest unoccupied orbital energy: 0.0460 eV

```
9
Properties=species:S:1:pos:R:3:forces:R:3
F -0.973 -1.653 1.181 0.295 0.009 -0.056
O 1.324 0.219 1.686 -0.081 -0.007 -0.108
C -0.109 -1.169 0.293 -1.418 2.543 -1.960
C 0.247 1.090 -0.328 0.199 0.680 -0.357
C 0.663 0.107 0.691 -0.092 -0.134 0.206
C -0.723 0.539 -1.037 1.163 -3.297 2.574
H 0.366 -1.945 -0.294 0.077 -0.047 -0.064
H 0.661 2.092 -0.403 0.008 -0.017 0.034
H -1.457 0.720 -1.789 -0.150 0.271 -0.270
```
Positions in Å, forces in eV/Å.



The following is a DFT calculation (ωB97M-V/def2-TZVPD) of a single C2H3N3O molecule.

Results
frontier orbital gap (alpha / beta): 8.177 / 8.176 eV
HOMO (alpha / beta): -8.570 / -8.570 eV
lowest unoccupied orbital energy (alpha / beta): -0.3928 / -0.3942 eV

```
9
Properties=species:S:1:pos:R:3:forces:R:3
O 2.677 -0.071 -0.366 -0.135 -0.403 0.164
N -0.313 -0.545 0.538 0.139 -0.203 -0.118
N 1.950 -0.039 0.585 0.290 0.710 -0.080
N -1.595 0.926 -0.645 0.120 -0.026 0.065
C 0.865 -0.999 0.628 -0.682 0.111 0.020
C -1.009 0.544 0.485 0.039 -0.073 -0.076
H -1.463 0.472 -1.546 0.022 0.012 0.238
H -2.211 1.726 -0.627 0.238 -0.242 0.040
H 1.100 -2.014 0.948 -0.031 0.114 -0.253
```
Positions in Å, forces in eV/Å.



The following is a DFT calculation (ωB97M-V/def2-TZVPD) of a single C14H8ClF2N3O2S molecule.

Results
frontier orbital gap: 9.372 eV
SMILES: NC(=O)c1c(F)ccc(OCc2nc3cc(Cl)cnc3s2)c1F
HOMO: -9.340 eV
lowest unoccupied orbital energy: 0.0319 eV

```
31
Properties=species:S:1:pos:R:3:forces:R:3
Cl -3.535 4.928 5.418 0.430 -0.348 -0.375
S 0.517 1.748 1.938 -1.178 0.307 0.032
F 1.318 -3.811 -4.358 -0.590 0.855 0.662
F 2.209 -1.811 -0.111 -0.269 -0.068 -0.790
O 0.473 0.183 -0.570 0.099 0.566 1.198
O 3.982 -3.499 -1.533 -0.965 0.964 -0.241
N 2.674 -5.099 -2.245 -1.427 -0.515 -0.569
N -0.192 3.157 4.198 0.098 -0.371 -0.664
N -1.960 2.329 1.159 1.141 -0.833 -0.005
C -0.869 1.677 0.849 0.120 0.507 0.130
C 1.819 -2.790 -2.250 -1.007 -0.298 -0.474
C 0.044 -1.881 -3.600 0.326 -0.211 -0.797
C -2.733 3.638 3.129 0.033 0.031 1.032
C -0.525 2.708 2.967 0.343 0.775 2.082
C -2.376 4.057 4.422 -1.291 0.223 -1.370
C 1.030 -2.860 -3.419 0.141 1.218 0.967
C -1.792 2.911 2.417 0.323 -0.222 -0.770
C -1.109 3.816 4.900 0.565 -0.401 0.573
C 2.872 -3.779 -1.986 3.197 -1.574 0.875
C -0.136 -0.832 -2.685 0.828 -1.323 0.502
C 0.620 -0.803 -1.487 -1.605 0.655 -1.550
C 1.555 -1.806 -1.294 0.469 0.025 0.605
C -0.722 0.976 -0.469 -0.360 -0.340 -1.156
H 3.447 -5.761 -2.133 -0.574 0.800 -0.008
H -0.761 1.759 -1.260 0.174 -0.501 0.314
H 1.796 -5.424 -2.644 0.560 0.012 0.163
H -0.898 4.113 5.942 0.287 -0.135 -0.711
H -0.895 -0.097 -2.896 0.000 0.161 0.061
H -1.605 0.340 -0.587 0.051 -0.012 -0.109
H -0.526 -1.877 -4.533 0.135 -0.068 0.363
H -3.721 3.788 2.721 -0.056 0.123 0.030
```
Positions in Å, forces in eV/Å.



The following is a DFT calculation (ωB97M-V/def2-TZVPD) of a molecular structure, C24H37O3PRuS3Se2SiTe2.

Results
2S+1: 5
frontier orbital gap (alpha / beta): 6.595 / 5.347 eV
HOMO (alpha / beta): -7.757 / -7.784 eV
lowest unoccupied orbital energy (alpha / beta): -1.1615 / -2.4376 eV

```
74
Properties=species:S:1:pos:R:3:forces:R:3
Te -0.861 3.412 -4.033 0.561 -0.513 0.567
Te 2.696 3.767 -3.207 -0.420 -0.296 1.040
Ru 0.692 2.114 -2.036 1.445 -0.427 -1.474
Se 0.292 1.250 -4.261 -0.591 -0.298 -0.531
Se 1.885 3.815 -0.867 0.383 0.741 -0.188
S -1.050 5.386 -0.837 0.124 0.270 -0.277
S -1.154 1.912 -0.815 -1.202 0.082 0.746
S 2.184 0.467 -1.263 -0.591 0.373 0.297
P -1.625 3.767 0.076 0.386 -0.224 0.376
Si 1.354 -1.497 -0.831 -1.564 0.754 1.066
O 2.502 -2.588 -1.145 0.128 -0.240 -0.047
O -0.079 -1.582 -1.673 -0.020 -0.527 0.020
O 0.980 -1.592 0.787 -0.288 0.098 -0.294
C 1.354 -1.909 2.157 -1.290 -2.068 -0.801
C 3.266 -1.915 -3.388 -0.236 -0.385 0.541
C -3.396 3.757 0.418 0.277 0.038 -0.430
C -2.225 -2.056 -0.543 1.716 1.099 1.070
C 3.811 -4.175 -2.294 -0.259 -0.868 -1.925
C 0.366 -1.269 3.145 0.956 0.980 -1.241
C -1.523 4.431 2.677 0.276 0.899 1.490
C -0.878 4.590 3.927 -0.743 0.573 -0.879
C 0.374 4.088 4.175 -0.161 -1.191 -0.144
C -5.351 2.605 1.183 0.446 0.912 0.227
C 0.268 3.022 2.015 1.359 -1.682 -0.754
C -6.146 3.241 0.232 1.028 -0.817 -0.480
C -1.280 -2.476 -1.695 1.173 0.496 1.346
C -0.814 -3.891 -1.540 -0.042 -0.204 0.480
C -4.170 4.518 -0.450 -0.330 -0.123 -1.389
C 0.920 3.227 3.220 -0.267 0.301 0.418
C 4.849 -2.077 -1.491 0.746 -0.126 -1.441
C -5.520 4.155 -0.615 -0.268 -0.064 0.297
C 2.752 -1.477 2.413 1.273 -0.771 1.196
C 1.212 -3.534 2.325 1.757 3.317 -1.204
C 3.592 -2.693 -2.089 -0.390 0.571 0.180
C -0.898 3.660 1.707 -1.187 1.092 0.431
C -3.978 2.842 1.293 -1.521 0.338 -0.306
C -1.960 -2.358 -3.011 -0.773 1.951 -0.072
H -3.496 2.387 2.134 0.746 -0.333 -0.104
H -2.473 4.981 2.518 0.725 -0.594 -0.052
H 2.949 -0.416 2.237 -0.240 -0.105 0.005
H -3.663 5.278 -1.130 -0.804 -1.206 0.962
H 0.819 -1.208 4.129 -0.183 -0.280 0.212
H -1.335 5.158 4.709 -0.454 0.347 0.192
H -1.457 -2.940 -3.770 0.035 0.106 -0.343
H -2.266 -0.938 -0.466 -0.144 -0.942 -0.286
H 0.151 -0.247 2.821 0.082 0.034 0.035
H 0.612 2.266 1.267 0.120 0.691 0.803
H -1.990 -1.256 -3.249 -0.126 -1.121 -0.216
H 4.090 -2.132 -4.085 -0.522 0.214 -0.099
H -3.200 -2.469 -0.636 -0.909 -0.283 -0.387
H 2.996 -1.738 3.494 -0.087 0.455 -1.269
H -5.799 1.976 1.907 -0.407 -0.738 0.472
H 0.807 4.176 5.171 0.112 0.166 -0.363
H 5.638 -2.174 -2.287 -0.601 0.579 0.668
H 1.685 -3.752 3.230 0.825 -0.591 1.585
H 2.925 -4.691 -2.850 1.628 0.985 0.796
H 3.416 -2.079 1.777 0.054 0.291 0.113
H 4.791 -4.302 -2.858 -1.327 -0.123 0.448
H -2.990 -2.712 -2.846 0.293 0.040 -0.497
H -1.667 -4.513 -1.305 -0.310 -0.410 -0.382
H 1.798 2.695 3.514 0.549 -0.340 -0.334
H 2.274 -2.243 -3.763 0.652 0.104 -0.080
H -0.201 -3.965 -0.668 0.716 -0.112 0.606
H 3.918 -4.671 -1.340 0.031 -0.086 0.339
H -6.109 4.467 -1.457 0.021 0.770 -0.190
H 3.205 -0.829 -3.160 0.212 -0.749 -0.342
H 0.217 -3.827 2.405 -1.745 -0.471 -0.308
H -7.149 2.839 0.047 0.301 0.640 0.113
H -0.551 -1.801 3.114 -0.918 -0.517 0.338
H -0.265 -4.237 -2.413 -0.059 -0.104 0.020
H -1.858 -2.395 0.459 0.061 0.189 -0.845
H 5.275 -2.571 -0.655 -0.030 -0.899 0.967
H 1.773 -3.994 1.521 -0.159 -0.242 -0.232
H 4.690 -1.058 -1.183 -0.030 0.573 -0.259
```
Positions in Å, forces in eV/Å.



The following is a DFT calculation (ωB97M-V/def2-TZVPD) of 2 unconnected molecules or ions with the total composition C10H17N3.

Results
frontier orbital gap: 6.521 eV
net charge: +2
HOMO: -14.748 eV
lowest unoccupied orbital energy: -8.2272 eV

```
30
Properties=species:S:1:pos:R:3:forces:R:3
N -1.231 0.251 -0.137 0.173 -0.223 -0.002
N 4.768 1.064 -1.081 -0.090 -0.057 0.153
N -0.338 -1.698 -0.321 0.509 0.355 0.043
C -4.208 0.905 -0.119 0.590 -0.833 -0.028
C 3.277 0.156 0.592 -0.043 -0.262 0.444
C -1.682 -1.886 -0.309 -0.995 0.630 0.088
C -0.067 -0.400 -0.214 -0.144 0.034 -0.133
C 2.592 0.469 1.712 0.496 0.149 -0.504
C -2.275 -0.642 -0.192 0.529 -1.001 -0.121
C 3.488 -1.249 0.119 0.034 0.033 0.011
C -3.669 -0.326 -0.134 -0.762 0.779 0.035
C 3.930 1.227 -0.111 0.107 0.380 0.063
C -5.653 1.164 -0.055 -0.391 0.186 -0.009
H -3.580 1.785 -0.165 0.207 0.140 0.013
H 3.216 -1.364 -0.930 -0.027 -0.062 -0.125
H -1.349 1.251 -0.047 0.135 -0.045 -0.013
H -5.959 1.762 -0.912 -0.073 0.006 -0.085
H 4.534 -1.530 0.228 0.118 -0.119 -0.019
H 0.904 0.051 -0.204 0.029 0.002 -0.029
H 2.910 -1.947 0.716 -0.031 -0.083 0.056
H 5.045 0.139 -1.399 -0.056 0.111 0.005
H -6.235 0.247 -0.029 -0.048 -0.034 0.003
H 2.497 1.484 2.061 -0.002 0.259 0.016
H -2.135 -2.854 -0.380 -0.067 -0.178 -0.019
H 2.147 -0.291 2.332 -0.088 -0.204 0.065
H -5.887 1.764 0.824 -0.049 0.012 0.099
H 0.340 -2.444 -0.406 -0.010 0.160 -0.002
H 5.225 1.854 -1.529 -0.069 -0.064 0.076
H 3.717 2.245 0.201 0.117 0.043 -0.098
H -4.320 -1.186 -0.112 -0.099 -0.113 0.017
```
Positions in Å, forces in eV/Å.



The following is a DFT calculation (ωB97M-V/def2-TZVPD) of 3 unconnected molecules or ions with the total composition C5H16N2O.

Results
frontier orbital gap: 7.943 eV
HOMO: -8.881 eV
lowest unoccupied orbital energy: -0.9377 eV

```
24
Properties=species:S:1:pos:R:3:forces:R:3
O -2.281 -0.585 -1.987 -0.236 -0.256 0.811
N -2.130 -0.629 0.676 2.688 0.707 -0.713
N 2.327 0.281 -0.027 -0.368 -0.283 -0.162
C -1.208 -0.036 1.655 0.613 -0.242 0.324
C -0.558 1.237 1.111 0.477 0.269 0.081
C 3.305 -0.760 -0.232 0.021 -1.443 0.034
C 0.967 -0.115 -0.441 0.694 -0.099 0.609
C -0.014 1.033 -0.303 -0.137 0.889 -0.568
H 3.339 -1.218 -1.262 -0.240 0.370 0.734
H 0.248 1.589 1.773 -0.212 -0.248 0.011
H -1.310 2.023 1.095 -0.093 0.134 -0.120
H -0.385 -0.754 1.929 -0.791 0.516 0.012
H -2.320 -0.644 -0.960 -0.504 0.655 -1.644
H 0.945 -0.502 -1.464 0.071 -0.042 -0.187
H -1.740 0.202 2.606 0.236 -0.262 -0.604
H 3.174 -1.585 0.511 -0.279 0.444 -0.613
H 0.692 -0.977 0.243 0.051 0.560 -0.507
H -0.920 -1.363 -0.386 -3.104 0.566 2.615
H -0.876 0.801 -0.934 0.169 0.228 -0.121
H 0.437 1.993 -0.734 -0.482 -1.246 0.663
H 2.614 1.096 -0.555 -0.200 0.099 -0.033
H 4.294 -0.412 -0.009 0.548 0.515 -0.016
H -3.180 -0.686 -2.331 0.365 -0.046 0.207
H -3.033 -0.761 1.160 0.714 -1.785 -0.814
```
Positions in Å, forces in eV/Å.



Q: Which total energy values were calculated for the entries above? A: -8957.2723, -8635.7549, -52005.4955, -229169.4261, -15099.9141, -10467.1948, in eV.
Q: Which energy above the lowest of the compared OMol25 structures with the same formula, charge and spin values were calculated for the entries above? A: 294.7, 457.3, 0.0, 0.0, 0.0, 514.0, in kJ/mol.